Entry 1:
Density functional theory data (ωB97M-V with the def2-TZVPD basis set) for C6H7N3O4RhSSbSe4 as an isolated structure.

Values from the calculation:
Total charge: -2
Gap between HOMO and LUMO (alpha / beta) (eV): 5.17 / 4.89
E_LUMO (alpha / beta) (eV): 3.9 / 3.6
Multiplicity: 5
Expectation value of S²: 6.03
E (eV): -300763.498
Energy above the lowest of the compared OMol25 structures with the same formula, charge and spin (kJ/mol): 122.58

Each line ends with the Löwdin charge.
Element x y z (Å)
Rh (-1.11311, 1.77553, 0.33519)  0.1776
O (-4.27177, -1.17846, 0.25930)  0.1001
C (-3.27301, -0.52582, 0.34502)  -0.5608
O (-2.45143, 0.01144, -0.36613)  -0.0493
C (-2.77708, -0.33412, 2.13827)  -0.5478
O (-3.44302, -1.04090, 2.83179)  0.1071
O (-1.84880, 0.43974, 2.21371)  -0.0181
Se (-0.06644, 6.05606, 1.78295)  -0.3640
Sb (0.20088, 3.64227, 1.42756)  -0.2310
Se (-2.77906, 3.26569, 0.18899)  -0.0104
Se (1.10989, 2.78922, 3.60640)  -0.2446
Se (2.10891, 3.36720, -0.20515)  -0.0747
C (0.85629, -2.78113, -2.84482)  -0.1078
C (1.79073, -1.57597, -2.70380)  -0.2572
C (1.48490, -0.87544, -1.43177)  -0.6164
N (0.58007, -0.00154, -1.24263)  0.0316
N (0.42665, 0.37753, 0.02451)  -0.1888
C (1.22280, -0.21957, 0.87762)  -0.6954
N (1.13954, -0.12048, 2.19723)  0.0771
S (2.31170, -1.34172, 0.06923)  1.0288
H (1.10005, -3.35823, -3.73368)  0.0600
H (-0.17716, -2.44988, -2.91249)  0.0782
H (0.94433, -3.42638, -1.97259)  0.0665
H (1.64159, -0.88693, -3.53593)  0.1113
H (2.83117, -1.91204, -2.68511)  0.0953
H (0.49538, 0.58072, 2.57232)  -0.0502
H (1.95600, -0.27679, 2.76400)  0.0827

Entry 2:
Density functional theory data (ωB97M-V with the def2-TZVPD basis set) for an isolated ion of composition C6H7N4 and charge +1.

Values from the calculation:
Total charge: +1
Gap between HOMO and LUMO (alpha / beta) (eV): 7.70 / 7.69
E_LUMO (alpha / beta) (eV): -5.3 / -5.3
E (eV): -12287.196
SMILES string: N#Cn1cccc(N)c1=[NH2+]
Energy above the lowest of the compared OMol25 structures with the same formula, charge and spin (kJ/mol): 74.05

Each line ends with the Löwdin charge.
Element x y z (Å)
C (-0.44234, 2.40139, 0.63942)  -0.2364
C (1.82262, 0.19107, -1.05227)  -0.0130
C (1.14617, -0.99801, -0.95033)  0.0665
C (1.27279, 1.34659, -0.51470)  0.0044
C (-0.14159, -1.12648, -0.32381)  -0.2200
C (-0.74125, 0.00274, 0.25387)  -0.0816
N (-0.77383, 3.34187, 1.17261)  0.2637
N (0.12992, 1.29028, 0.15889)  0.0598
N (-0.93237, -2.24166, -0.26866)  0.1376
N (-1.76549, 0.21537, 1.10427)  0.1981
H (2.71723, 0.08107, -1.57769)  0.1125
H (1.68852, -1.77193, -1.37836)  0.1140
H (1.87980, 2.19955, -0.62367)  0.1440
H (-0.39366, -3.06173, -0.34198)  0.0993
H (-1.48761, -2.32626, 0.59373)  0.1140
H (-2.08141, -0.64193, 1.53593)  0.1260
H (-1.89749, 1.09808, 1.57274)  0.1111

Entry 3:
Density functional theory data (ωB97M-V with the def2-TZVPD basis set) for one molecule with the formula C6H7N5O2S.

Values from the calculation:
Total charge: 0
Gap between HOMO and LUMO (alpha / beta) (eV): 5.31 / 5.31
E_LUMO (alpha / beta) (eV): -2.1 / -2.1
E (eV): -28709.555
Energy above the lowest of the compared OMol25 structures with the same formula, charge and spin (kJ/mol): 38.57

Each line ends with the Löwdin charge.
Element x y z (Å)
C (2.96416, -1.88808, 0.08109)  -0.1362
C (1.54505, -0.29154, -0.30132)  -0.0978
C (0.84700, -1.49372, -0.06530)  -0.2838
C (1.05137, 1.10801, -0.43257)  -0.5070
C (-1.58949, -1.31423, -0.29114)  -0.0899
C (-2.92500, 0.14140, 1.26651)  -0.1799
N (1.77649, -2.44089, 0.25050)  0.1158
N (-0.46909, -1.67457, -0.08650)  0.1912
N (2.01681, 1.87527, -0.85579)  0.0584
N (2.85111, -0.54186, -0.09267)  0.1463
N (-0.24692, 1.28631, -0.23545)  -0.0211
O (-4.06711, -1.00472, -0.90860)  -0.4857
O (-0.70685, 2.59732, -0.66561)  -0.1090
S (-3.28618, -1.40679, 0.25026)  0.9371
H (3.88240, -2.32276, 0.38246)  0.1145
H (-3.82791, 0.73053, 1.15269)  0.0559
H (-2.04144, 0.59554, 0.77073)  0.0146
H (-2.86402, 0.00176, 2.33282)  0.0529
H (1.64709, 2.81772, -1.07541)  0.0174
H (3.51006, 0.20903, -0.19483)  0.1469
H (-0.06754, 3.01629, -1.28186)  0.0593

Entry 4:
Density functional theory data (ωB97M-V with the def2-TZVPD basis set) for one molecule with the formula C6H7NO.

Values from the calculation:
Total charge: 0
Gap between HOMO and LUMO (eV): 10.13
E_LUMO (eV): 0.9
E (eV): -9869.731
SMILES string: O=C1N[C@@H]2CC=C[C@@H]12
Energy above the lowest of the compared OMol25 structures with the same formula, charge and spin (kJ/mol): 282.40

Each line ends with the Löwdin charge.
Element x y z (Å)
C (-0.52783, 0.85290, -1.14837)  -0.3722
C (-0.19170, -0.88658, -0.06831)  -0.3014
C (-0.16420, -1.29007, 1.36544)  -0.1278
C (1.15527, -0.60007, 1.76050)  -0.0688
C (1.51746, 0.38282, 0.87042)  -0.0113
C (0.25044, 0.47604, 0.15454)  -0.2722
H (-1.60315, -0.97878, -1.80439)  0.1533
H (0.56251, -1.38244, -0.66433)  0.1583
H (-0.96530, -0.68748, 1.90482)  0.1452
H (-0.36566, -2.29715, 1.63462)  0.0941
H (1.83289, -0.90285, 2.62917)  0.1227
H (2.47882, 0.77455, 0.65339)  0.1000
H (-0.46081, 0.96818, 0.86741)  0.1645
N (-1.32198, -0.36828, -0.96718)  0.1112
O (-0.55776, 1.68420, -2.00696)  0.1044

Entry 5:
Density functional theory data (ωB97M-V with the def2-TZVPD basis set) for C6H7NO as an isolated structure.

Values from the calculation:
Total charge: 0
Gap between HOMO and LUMO (eV): 10.25
E_LUMO (eV): 0.9
E (eV): -9870.291
Energy above the lowest of the compared OMol25 structures with the same formula, charge and spin (kJ/mol): 228.36

Each line ends with the Löwdin charge.
Element x y z (Å)
C (2.26293, 0.42495, 1.03655)  -0.0389
C (1.05004, 0.42761, 0.17574)  -0.2220
C (0.87449, 0.10651, -1.10043)  0.0183
C (-0.61702, 0.01580, -1.20749)  -0.2112
C (-0.40795, 0.49263, 0.70953)  -0.1855
C (-0.97758, -0.81060, 0.12617)  -0.2656
H (3.21044, 0.63724, 0.49291)  0.0960
H (2.15013, 1.16860, 1.81262)  0.0716
H (2.37705, -0.50051, 1.55103)  0.0719
H (1.62808, -0.02943, -1.83542)  0.1066
H (-1.16209, -0.10519, -2.11059)  0.1270
H (-2.12337, 1.10688, -0.27952)  0.1340
H (-0.60748, 0.91267, 1.69931)  0.1466
N (-1.08825, 1.16241, -0.41764)  0.0318
O (-1.37055, -1.90856, 0.39408)  0.1196

Entry 6:
Density functional theory data (ωB97M-V with the def2-TZVPD basis set) for C6H7NO as an isolated structure.

Values from the calculation:
Total charge: 0
Gap between HOMO and LUMO (eV): 10.84
E_LUMO (eV): 0.7
E (eV): -9868.308
Energy above the lowest of the compared OMol25 structures with the same formula, charge and spin (kJ/mol): 419.68

Each line ends with the Löwdin charge.
Element x y z (Å)
C (1.74767, 0.00987, -1.38171)  -0.1396
C (0.67693, 0.02313, -0.64162)  -0.4943
C (-0.77138, -0.20717, -1.01482)  -0.0323
C (-1.57919, 0.14755, 0.40774)  0.0125
C (-0.11410, 0.63569, 1.11383)  -0.2295
C (0.75527, -0.55927, 0.73499)  -0.0830
H (-1.16491, 0.36097, -1.74145)  0.0805
H (-0.86231, -1.15193, -1.24622)  0.0605
H (-1.77169, -0.87335, 1.12773)  0.1592
H (-2.36252, 0.79321, 0.42087)  0.0378
H (-0.03881, 1.06359, 2.16346)  0.1572
H (0.22585, -1.51436, 0.94171)  0.1204
H (1.90660, -0.47025, 1.00074)  0.1770
N (2.72144, 0.40013, -1.96768)  0.2190
O (0.63116, 1.34220, 0.08244)  -0.0455

Entry 7:
Density functional theory data (ωB97M-V with the def2-TZVPD basis set) for a 2-piece molecular cluster, C6H7NO overall.

Values from the calculation:
Total charge: 0
Gap between HOMO and LUMO (eV): 8.05
E_LUMO (eV): 0.1
E (eV): -9865.490
Energy above the lowest of the compared OMol25 structures with the same formula, charge and spin (kJ/mol): 691.57

Each line ends with the Löwdin charge.
Element x y z (Å)
C (2.03236, -1.15120, 0.01456)  -0.0445
C (0.81411, -0.16564, -0.48860)  -0.2585
C (-0.43580, 1.77983, -0.04061)  -0.0413
C (-1.35513, 0.63739, -0.06929)  -0.0981
C (-2.29085, -0.42860, -0.07697)  -0.1522
C (-0.48557, -0.42418, -0.37249)  -0.3604
H (1.56204, -2.14959, -0.15700)  0.0533
H (2.15996, -0.92223, 1.24952)  0.1159
H (3.16751, -0.96974, -0.37392)  0.0953
H (1.84529, 1.80634, 0.52136)  0.3094
H (-0.61709, 2.80002, 0.04984)  0.0604
H (-3.11078, -0.09296, -0.66808)  0.1161
H (-2.86472, -0.45635, 0.98580)  0.1728
N (0.87089, 1.24451, -0.37151)  -0.0335
O (-1.29220, -1.50759, -0.20261)  0.0654

Entry 8:
Density functional theory data (ωB97M-V with the def2-TZVPD basis set) for one molecule with the formula C6H7NO.

Values from the calculation:
Total charge: 0
Gap between HOMO and LUMO (eV): 8.44
E_LUMO (eV): -0.4
E (eV): -9869.765
SMILES string: CC=C=C=NC(C)=O
Energy above the lowest of the compared OMol25 structures with the same formula, charge and spin (kJ/mol): 279.12

Each line ends with the Löwdin charge.
Element x y z (Å)
C (-0.11617, -0.23684, 0.03056)  -0.1077
C (-0.31229, 0.50631, -0.94951)  -0.0031
C (0.47266, -0.16062, 2.24298)  -0.4898
C (-0.59948, 1.12424, -2.07096)  -0.0923
C (1.43530, -1.04208, 3.04831)  -0.0202
C (-1.29067, 0.44271, -3.23414)  -0.0460
N (0.02974, -0.84360, 1.07789)  0.1362
O (0.05239, 0.94085, 2.50390)  0.0955
H (-0.50743, 2.18348, -2.14858)  0.0968
H (2.43307, -0.48219, 3.38442)  0.1267
H (0.94991, -1.47444, 3.93102)  0.0763
H (1.75505, -1.88754, 2.44772)  0.0566
H (-0.77704, -0.34521, -3.60483)  0.0509
H (-1.38367, 1.22841, -3.87816)  0.0459
H (-2.14137, 0.04653, -2.78062)  0.0744

energy above the lowest of the compared OMol25 structures with the same formula, charge and spin of number 3 (C6H7N5O2S)? 38.57 kJ/mol